# 1
Computed, not measured: C23H30N4O4S in the gas phase, with wB97M-V/def2-TZVPD.

Computed properties:
total energy	-49323.1673	eV
Kohn-Sham gap	8.76	eV
lowest unoccupied orbital energy	0.42	eV

CARTESIAN COORDINATES (ANGSTROEM)
O 0.59850 -2.46019 -2.48891
C 0.35466 -2.48475 -1.30515
C -0.58058 -3.52301 -0.68117
N -1.11942 -3.05615 0.58396
C -1.44402 -4.11032 1.53709
C -2.73492 -4.85808 1.17191
N -3.87589 -3.97312 1.02833
C -4.44953 -3.50769 2.27970
C -5.82489 -2.93875 2.04697
C -6.73352 -3.63592 1.25972
C -8.00346 -3.13462 1.04402
C -8.38281 -1.93171 1.61746
C -7.48381 -1.23193 2.40249
C -6.20975 -1.73198 2.61284
C -3.56883 -2.90658 0.08978
C -2.26453 -2.16192 0.42121
N 0.87442 -1.65108 -0.36337
C 1.78810 -0.61644 -0.50343
C 2.41112 -0.32776 -1.71859
C 3.32796 0.70482 -1.78950
C 3.61887 1.44689 -0.66071
S 4.77805 2.80017 -0.73348
O 5.45451 2.79102 -2.00050
O 5.56842 2.81752 0.46186
N 3.71321 4.11124 -0.63559
C 4.34905 5.33635 -0.18489
C 3.26178 6.39051 0.02014
O 2.54010 6.61012 -1.17049
C 1.94469 5.42215 -1.63158
C 2.98744 4.32707 -1.87044
C 3.00755 1.17450 0.54924
C 2.09454 0.14317 0.63027
H -1.33678 -3.78521 -1.43219
H 0.02691 -4.41592 -0.50403
H -0.60417 -4.80545 1.59637
H -1.56094 -3.63515 2.51666
H -2.96035 -5.61062 1.93009
H -2.59705 -5.37042 0.21356
H -4.53848 -4.37836 2.93880
H -3.82770 -2.76006 2.79927
H -6.42589 -4.56932 0.81377
H -8.70194 -3.68359 0.42956
H -9.37591 -1.54097 1.45191
H -7.77269 -0.29250 2.85083
H -5.51085 -1.17884 3.22550
H -4.40309 -2.20329 0.07480
H -3.49192 -3.35969 -0.90384
H -2.03698 -1.44114 -0.36659
H -2.38377 -1.61378 1.36127
H 0.49281 -1.81615 0.56595
H 2.17286 -0.91632 -2.58895
H 3.83654 0.94020 -2.71109
H 4.87069 5.11209 0.74484
H 5.07353 5.69483 -0.93036
H 3.70086 7.35127 0.29200
H 2.57795 6.05657 0.81460
H 1.43418 5.67704 -2.56150
H 1.21147 5.06075 -0.89423
H 2.50117 3.39060 -2.14849
H 3.67404 4.62755 -2.67448
H 3.27031 1.76918 1.40882
H 1.61381 -0.08730 1.56997


# 2
Computed, not measured: a molecular structure, C22H25AsN4O9PS2V, with wB97M-V/def2-TZVPD.

Computed properties:
total energy	-165098.0175	eV
2S+1	4
Kohn-Sham gap (alpha / beta)	5.54 / 6.76	eV
total charge	-1
<S²>	3.788
lowest unoccupied orbital energy (alpha / beta)	2.63 / 1.26	eV

CARTESIAN COORDINATES (ANGSTROEM)
V -0.38580 0.00659 -0.90517
N 2.99171 1.75009 1.93360
C 1.87111 1.04133 2.17420
S 0.76065 1.43331 3.35665
N 1.84308 -0.09289 1.38462
N 0.66645 -0.65789 1.22607
C 0.41090 -1.94246 1.44665
C 1.29172 -2.73114 2.34546
C 0.84499 -3.21128 3.57113
C 1.69470 -3.94400 4.38947
C 2.99834 -4.19534 3.98887
C 3.45264 -3.70788 2.76928
C 2.60638 -2.97579 1.95176
C -0.71528 -2.50028 0.81173
C -1.18501 -3.81945 1.03965
C -2.33921 -4.24639 0.45437
C -3.06160 -3.36752 -0.38915
C -2.52601 -2.12984 -0.63354
N -1.38648 -1.68528 -0.07947
H 3.06499 2.66081 2.35009
H 3.46594 1.56776 1.05511
H -0.16905 -2.99497 3.88453
H 1.33962 -4.30889 5.34548
H 3.66322 -4.76327 4.62810
H 4.47153 -3.89691 2.45502
H 2.95057 -2.57823 1.00475
H -0.61160 -4.47339 1.68213
H -2.69445 -5.25452 0.62933
H -3.99098 -3.65727 -0.85738
H -3.00988 -1.44136 -1.31558
O 3.53903 -0.69445 -2.74528
As 1.79819 -0.87972 -3.08812
O 1.20407 -0.90189 -1.45617
O -1.22645 0.10132 -2.24689
C 1.38913 0.99176 -3.70158
C 1.00686 1.00813 -5.03926
C 0.65774 2.18169 -5.69657
C 0.67966 3.38370 -5.01160
C 1.05573 3.40097 -3.67536
C 1.40652 2.22191 -3.03546
S 1.84918 2.35619 -1.31578
O 3.09840 1.64170 -1.13050
O 1.89046 3.76014 -0.98299
O 0.71459 1.70760 -0.58170
H 3.62849 0.01967 -2.08961
H 0.97096 0.06991 -5.58452
H 0.36506 2.15078 -6.73922
H 0.40645 4.30711 -5.50679
H 1.08640 4.32521 -3.11462
C -0.89300 3.47880 1.24484
O -2.07878 2.94808 0.60938
P -2.22298 1.36763 0.36058
O -3.65167 1.39354 -0.39568
C -3.71829 2.04982 -1.66965
O -2.64640 0.73466 1.75775
C -3.69208 1.28214 2.56156
H -1.22410 4.31887 1.85260
H -0.18793 3.80795 0.48592
H -0.41628 2.73173 1.88142
H -4.64866 1.73209 -2.13532
H -2.87963 1.75341 -2.30070
H -3.72232 3.13039 -1.52816
H -3.48422 0.99064 3.58829
H -4.65189 0.87510 2.24471
H -3.71539 2.36979 2.48672


# 3
Computed, not measured: a molecular structure, C41H44ClIN8O8PPb, with wB97M-V/def2-TZVPD.

Computed properties:
total energy	-106692.5291	eV
Kohn-Sham gap (alpha / beta)	5.49 / 6.08	eV
total charge	-1
lowest unoccupied orbital energy (alpha / beta)	0.54 / 0.92	eV

CARTESIAN COORDINATES (ANGSTROEM)
Pb 1.39338 0.18469 -0.18370
Cl -3.55803 0.10137 -6.40033
C -2.54445 0.42391 -5.01306
C -2.42491 1.73495 -4.53215
C -1.64482 1.99392 -3.44024
C -0.92462 0.97038 -2.74076
O -0.28192 1.26335 -1.68021
C -1.03204 -0.35170 -3.28362
C -0.32629 -1.51463 -2.81395
N 0.59175 -1.61571 -1.91864
C 1.24138 -2.86238 -1.80271
C 1.38358 -3.75681 -2.83734
C 2.02740 -4.99778 -2.65623
C 2.55327 -5.34463 -1.44755
C 2.48769 -4.42856 -0.37226
C 3.06961 -4.68577 0.88958
C 3.02590 -3.73419 1.86535
C 2.40642 -2.50265 1.57432
N 1.84348 -2.24869 0.42512
C 1.85483 -3.18184 -0.55340
C -1.86250 -0.58691 -4.40043
H -2.96174 2.53478 -5.02689
H -1.56594 2.99985 -3.05157
H -0.63142 -2.42677 -3.33766
H 1.02448 -3.50004 -3.82458
H 2.11163 -5.67061 -3.50012
H 3.05459 -6.29381 -1.30415
H 3.56155 -5.63685 1.05693
H 3.47486 -3.89314 2.83614
H 2.39330 -1.69594 2.29839
H -1.94606 -1.59617 -4.78703
O 8.59782 0.30433 -0.07877
C 7.41814 0.06194 0.02691
C 6.62552 -0.90928 -0.82244
O 7.08443 -1.71956 -1.59608
C 5.17029 -0.69085 -0.51145
C 5.07397 0.27165 0.62700
O 4.03492 0.65848 1.15407
C 6.45970 0.68964 1.01402
O 6.76516 1.39069 1.95584
O 4.22826 -1.20455 -1.09056
I 2.39514 -0.84038 -5.16871
C 2.40273 1.12061 -4.41155
C 2.08855 2.16843 -5.26890
C 2.14472 3.44917 -4.74981
C 2.50803 3.62598 -3.42262
C 2.78152 2.50330 -2.66075
N 2.72607 1.26339 -3.14797
H 1.81018 1.97977 -6.29512
H 1.90790 4.29944 -5.37685
H 2.57119 4.61166 -2.98190
H 3.04307 2.58751 -1.61175
O -0.85601 4.40764 -0.95190
N 0.20087 3.86804 -0.94693
O 0.96289 3.58613 -0.08601
N 0.03166 -0.06692 1.50799
P -1.37015 0.29248 1.99782
N -1.55189 1.86123 2.57579
C -0.37459 2.68128 2.81509
C -0.67109 4.14576 2.52623
C -1.85218 4.61926 3.36856
C -3.06201 3.72285 3.11822
C -2.71458 2.25575 3.35586
N -1.98380 -0.59820 3.32233
C -1.13460 -0.59990 4.51156
C -0.06178 -1.68516 4.48032
C -0.68507 -3.05740 4.23631
C -1.57076 -3.02591 2.99183
C -2.60018 -1.90344 3.12279
N -2.63772 0.12910 0.87357
C -2.40833 -0.95343 -0.09612
C -3.71217 -1.35019 -0.77205
C -4.33295 -0.14416 -1.47074
C -4.46789 1.01665 -0.48992
C -3.13454 1.32133 0.18166
H 0.43911 2.30307 2.19909
H -0.05477 2.58853 3.86793
H -0.91198 4.25543 1.46265
H 0.21953 4.74614 2.72667
H -2.09407 5.66280 3.15286
H -1.57911 4.56726 4.42946
H -3.39440 3.85250 2.08313
H -3.89717 4.00421 3.76541
H -3.55176 1.60877 3.09612
H -2.52019 2.10613 4.43115
H -1.78718 -0.75145 5.38413
H -0.67280 0.38312 4.61893
H 0.50533 -1.67471 5.41591
H 0.61669 -1.43986 3.66330
H -1.29783 -3.33867 5.10292
H 0.09173 -3.82034 4.13729
H -2.07790 -3.98555 2.85257
H -0.94897 -2.83818 2.11049
H -3.23317 -2.10675 3.99951
H -3.26452 -1.85234 2.26383
H -1.94951 -1.80586 0.40166
H -1.69006 -0.61864 -0.85289
H -4.40409 -1.73975 -0.01659
H -3.51935 -2.15365 -1.48881
H -5.30223 -0.40100 -1.90556
H -3.68144 0.16053 -2.29808
H -5.19879 0.76185 0.28532
H -4.82731 1.91317 -1.00258
H -3.25012 2.13235 0.89748
H -2.40850 1.65511 -0.57542


# 4
Computed, not measured: a molecular structure, C38H66BIrN9P, with wB97M-V/def2-TZVPD.

Computed properties:
total energy	-66668.6360	eV
2S+1	2
Kohn-Sham gap (alpha / beta)	7.25 / 5.12	eV
total charge	+3
<S²>	0.757
lowest unoccupied orbital energy (alpha / beta)	-9.05 / -11.18	eV

CARTESIAN COORDINATES (ANGSTROEM)
Ir 0.32197 -0.86063 -0.09890
C 0.64650 -1.13360 -3.13560
C 1.10441 -2.55772 -2.82390
N 0.86797 -2.92823 -1.39877
C -0.16540 -3.98725 -1.26014
C -1.09816 -3.67496 -0.13264
N -1.49710 -2.25695 -0.13272
C -2.43656 -1.82672 -1.18667
C -1.72112 -1.43023 -2.46506
N -0.42610 -0.74569 -2.20318
H 1.47722 -0.45433 -3.01579
H 0.31370 -1.06319 -4.17369
H 0.59265 -3.26603 -3.47141
H 2.16135 -2.64151 -3.06467
H 1.72846 -3.26403 -0.99081
H -0.72179 -4.08536 -2.18892
H 0.29621 -4.95557 -1.07067
H -1.97908 -4.31924 -0.17624
H -0.59794 -3.86942 0.80760
H -1.95811 -2.10652 0.76309
H -3.16879 -2.60892 -1.40542
H -2.97518 -0.96371 -0.80270
H -2.38172 -0.76805 -3.02426
H -1.53686 -2.29528 -3.09921
H -0.56977 0.26602 -2.22812
C -0.81891 3.54384 2.60419
C -0.14286 2.86760 1.46151
C 0.99249 3.27506 0.78255
C 1.24594 2.32191 -0.19070
N 0.30385 1.32123 -0.07077
N -0.56066 1.71332 0.91011
B -1.96986 1.13723 1.09285
N -2.75519 1.00850 -0.30676
N -2.21481 1.37099 -1.45086
C -3.23995 1.60926 -2.35535
C -4.46253 1.31311 -1.76042
C -4.16959 0.97787 -0.46455
C -5.12276 0.63702 0.60699
C -2.97510 2.18622 -3.71042
C -1.78047 3.15279 -3.64637
C -2.64477 1.04077 -4.69744
C -4.22237 2.92389 -4.21895
N -1.80245 -0.13805 1.95358
N -0.60427 -0.82573 1.96779
C -0.59867 -1.61835 3.07175
C -1.79595 -1.42404 3.75271
C -2.50766 -0.47155 3.06983
C -3.78337 0.13466 3.55896
C 0.50530 -2.49325 3.65995
C 0.37761 -2.49241 5.19340
C 1.87337 -1.94883 3.31494
C 0.38583 -3.94500 3.17356
C 2.30167 2.51914 -1.27177
C 3.72397 2.54370 -0.68097
C 2.20102 1.44917 -2.34663
C 2.06362 3.90465 -1.90167
H -0.15805 4.30485 3.01332
H -1.07899 2.83399 3.39126
H -1.73992 4.04014 2.28782
H 1.53501 4.19486 0.94999
H -2.62943 1.92180 1.71221
H -5.44779 1.38564 -2.19983
H -6.13347 0.63227 0.20694
H -5.07705 1.37162 1.41225
H -4.90956 -0.34627 1.03120
H -0.95160 2.70691 -3.09424
H -2.06213 4.08036 -3.14082
H -1.44801 3.40038 -4.65565
H -1.70371 0.54185 -4.42837
H -2.52632 1.46677 -5.69537
H -3.45128 0.30217 -4.73826
H -4.55576 3.67360 -3.49782
H -5.04910 2.23607 -4.41475
H -3.98144 3.43212 -5.15365
H -2.09178 -1.88873 4.67999
H -3.85033 -0.03607 4.63039
H -4.65801 -0.32353 3.10644
H -3.82438 1.20732 3.38063
H 0.31446 -1.47524 5.58703
H 1.26338 -2.96687 5.62058
H -0.49181 -3.05832 5.53331
H 2.05666 -1.00273 3.82293
H 1.93428 -1.78132 2.25072
H 2.65090 -2.65642 3.61439
H -0.63734 -4.31814 3.26635
H 1.02965 -4.58681 3.77844
H 0.71117 -4.03812 2.13446
H 4.02438 1.57506 -0.29432
H 3.79889 3.26445 0.13606
H 4.42905 2.84318 -1.46110
H 2.13808 0.47367 -1.87703
H 3.07810 1.47612 -2.99824
H 1.31189 1.60064 -2.97044
H 2.27228 4.70036 -1.18491
H 1.03735 4.02655 -2.25498
H 2.73949 4.03427 -2.75081
C 3.75772 -1.02874 -1.37692
P 2.71956 -1.24395 0.10155
C 3.11597 -2.96403 0.57903
C 3.50846 -0.18132 1.32938
C 4.89509 -0.24764 1.48170
C 5.53099 0.62945 2.34523
C 4.79345 1.55898 3.06839
C 3.41048 1.60870 2.93277
C 2.77029 0.74438 2.06045
H 4.69141 -1.56170 -1.19468
H 3.97356 0.02311 -1.53922
H 3.29065 -1.43921 -2.27282
H 2.29847 -3.46268 1.09807
H 3.40404 -3.54706 -0.29967
H 3.96882 -2.91276 1.25538
H 5.49078 -0.97089 0.93185
H 6.60932 0.59394 2.44614
H 5.29773 2.24133 3.74193
H 2.83360 2.32789 3.50477
H 1.69259 0.78619 1.94836


# 5
Computed, not measured: a molecular structure, C7H7AuO6S, with wB97M-V/def2-TZVPD.

Computed properties:
total energy	-34161.2688	eV
2S+1	3
Kohn-Sham gap (alpha / beta)	5.88 / 5.24	eV
total charge	+2
<S²>	2.016
lowest unoccupied orbital energy (alpha / beta)	-8.65 / -11.98	eV

CARTESIAN COORDINATES (ANGSTROEM)
O 0.19925 5.13001 0.06389
C -0.06754 4.19521 -0.56324
Au -0.29263 2.58289 -1.38056
O -0.22470 -0.03095 -3.07771
C -0.47205 0.81687 -2.33342
C 0.85098 -1.99787 -0.39730
O 0.71135 -2.48477 -1.42027
C 0.35305 -0.03086 1.76596
O -0.86541 0.18686 1.71886
C 1.23129 1.01550 1.25157
O 2.30612 1.41589 0.99933
H 0.86226 -0.85326 2.12608
C -4.36053 -1.04266 -1.41509
S -3.10927 -0.49379 -0.24812
C -2.81700 -2.03427 0.62723
O -1.86301 -0.19801 -1.05358
H -5.04887 -1.71551 -0.89418
H -3.86734 -1.53814 -2.25651
H -4.89811 -0.14631 -1.74611
H -2.14932 -2.65955 0.02831
H -2.36260 -1.77099 1.58652
H -3.78641 -2.52079 0.78207